Record 1
3 unconnected molecules or ions with the total composition C5H12NO2 in a non-equilibrium geometry, computed with the ωB97M-V functional and the def2-TZVPD basis.

Structure (XYZ):
```
20
Properties=species:S:1:pos:R:3:forces:R:3:nbo_charge:R:1
O -1.6300 0.4510 -0.4319 5.9735 5.7904 -0.9748 -0.309
O -1.8455 -0.1668 -3.0691 1.6829 0.3111 3.7059 -0.930
N 0.1470 -1.4367 -0.3788 -0.4437 2.8892 0.1728 -0.402
C -0.2060 -1.8507 0.9318 -1.4414 -1.1128 1.2936 -0.264
C -0.4982 0.9133 -0.5525 -9.2708 -5.4345 1.9747 0.814
C 1.1748 0.0637 1.2737 -0.1609 1.4505 -0.5843 -0.385
C 0.8095 -1.2945 1.8815 2.1061 -0.3036 -1.9693 -0.417
C 0.6321 -0.0250 -0.2219 3.4704 -3.0736 0.3550 -0.203
H -1.9512 0.6190 -2.4879 -0.1847 -0.9144 -0.9536 0.452
H 0.3246 5.1454 -0.4897 0.8635 0.1616 -0.2755 -0.015
H 2.2427 0.4159 1.2615 -1.0736 -0.6690 0.0709 0.272
H -0.1946 -2.9441 0.9548 -0.3415 0.0184 0.0061 0.267
H 1.3892 0.0421 -0.9545 0.8294 1.0501 -0.7980 0.283
H 0.5887 0.8293 1.8048 0.3210 -0.0409 -0.1841 0.234
H 0.5120 -1.1720 2.8662 -0.9326 0.1067 1.7831 0.248
H -0.6799 -1.4413 -0.9898 0.8487 -0.7699 -0.3428 0.411
H 1.6635 -1.9805 1.8987 0.0653 0.2971 -0.0540 0.237
H -2.2985 0.0723 -3.8197 -1.6420 0.6075 -3.0466 0.485
H -1.2271 -1.5144 1.2445 0.1984 -0.1902 -0.4562 0.207
H 1.0469 5.2741 -0.7218 -0.8683 -0.1739 0.2772 0.015
```
Positions in Å, forces in eV/Å.

Values from the calculation:
**Spin multiplicity**: 1
**HOMO level**: -14.929 eV
**Gap between HOMO and LUMO**: 6.651 eV
**Charge**: +1
**M**: 118.2 g mol⁻¹
**ΔE to the lowest compared entry with this formula, charge and spin**: 566.6 kJ/mol
**Largest force on an atom**: 10.93 eV Å⁻¹



Record 2
CH3NO2S in the gas phase in a non-equilibrium geometry, computed with the ωB97M-V functional and the def2-TZVPD basis.

Structure (XYZ):
```
8
Properties=species:S:1:pos:R:3:forces:R:3:nbo_charge:R:1
S 0.5978 -0.5966 0.5741 2.2924 1.7511 0.9875 1.330
O 1.9777 -0.1020 0.1475 -2.3237 -0.7296 0.7746 -0.920
O -0.2486 -1.7003 -1.7013 -0.0043 -1.9013 -0.0784 -0.459
N -0.4217 0.6623 1.0365 -0.4180 0.0631 -0.0005 -1.086
C -0.0862 -0.7493 -1.0352 -1.1700 3.0469 -2.4882 0.207
H -0.7753 0.6948 1.9808 0.3910 -0.4817 0.0693 0.408
H -0.7344 1.5029 0.5371 0.7672 -0.7865 -0.3630 0.407
H -0.3093 0.2882 -1.5396 0.4653 -0.9620 1.0987 0.113
```
Positions in Å, forces in eV/Å.

Values from the calculation:
**Spin multiplicity**: 1
**HOMO level**: -9.681 eV
**Gap between HOMO and LUMO**: 9.989 eV
**M**: 93.1 g mol⁻¹
**ΔE to the lowest compared entry with this formula, charge and spin**: 150.0 kJ/mol
**Largest force on an atom**: 4.10 eV Å⁻¹